# 1
Formula: C12H36O6
Source: the Open Molecules 2025 dataset
Level of theory: ωB97M-V with the def2-TZVPD basis set

Structure (SMILES): CCO.CCO.CCO.CCO.CCO.CCO
E_HOMO, eV: -10.0

The geometry in XYZ format:
```
54
Properties=species:S:1:pos:R:3:forces:R:3:mulliken_charge:R:1
O -1.9392 -5.1060 -0.0481 0.588 0.121 0.954 -0.5152
H 5.4991 2.9490 -5.7824 -0.175 -0.035 0.058 0.3298
H -3.8502 0.2664 -3.2902 0.067 -0.259 0.042 0.2860
C -1.3329 4.9515 3.9095 0.179 0.112 0.096 -0.9592
H 5.7948 3.3205 -4.0748 -0.025 0.070 -0.038 0.2647
O -3.8028 -1.6892 -4.9423 0.109 0.029 0.244 -0.5209
H 0.1663 0.5202 0.9319 -0.596 0.368 0.093 0.2399
C -3.3501 -5.0185 -0.0856 0.406 0.862 -1.643 -0.1383
C 5.6576 1.1991 -4.4524 0.911 0.648 -0.574 -0.1180
H 1.9187 -0.9667 8.0433 -0.320 0.305 -0.070 0.3214
H -4.6911 0.8793 -4.6866 0.008 0.150 -0.014 0.2968
H -3.1113 -5.8723 -2.0537 -0.156 0.351 0.085 0.2731
C -3.1203 -0.4560 -5.1444 0.791 -1.026 -1.277 -0.1239
H -1.1387 5.5123 4.8238 -0.299 -0.056 0.118 0.2943
H -3.6103 -7.0287 -0.8554 -0.030 -0.040 0.151 0.2840
H 7.1053 2.7855 -5.1098 0.031 -0.452 0.099 0.2953
O 0.4945 -1.4260 0.8492 0.536 -3.220 1.918 -0.4667
C 2.4623 -1.1530 7.1171 -0.088 -0.165 0.825 -0.9415
H 1.0490 -1.1623 1.5871 0.172 -0.663 0.258 0.2955
H 3.4000 -0.6072 7.2210 0.114 -0.061 -0.143 0.3150
H -1.5522 -4.2275 -0.0461 0.019 0.019 0.209 0.2986
H -2.0531 -0.4996 -4.9269 0.230 -0.548 0.173 0.2479
H -3.0549 1.4574 -4.2560 -0.069 0.112 -0.262 0.3345
H 6.5571 -0.1475 -3.3796 -0.030 0.026 0.081 0.3008
H 0.9163 -1.4831 5.6810 0.108 -0.108 -0.133 0.2512
H -4.7866 -5.8221 -1.3859 -0.089 -0.253 -0.376 0.3310
H 2.6401 -2.2275 7.1612 0.337 0.040 -0.377 0.2443
H -0.6885 -0.3426 -0.3693 -0.189 -0.204 0.164 0.2624
H -0.6776 4.0806 3.9243 -0.239 -0.227 -0.048 0.2996
H -3.9608 6.0613 2.8805 0.031 -0.093 0.050 0.3041
C -3.7325 -5.9910 -1.1659 -1.042 -0.690 0.359 -1.0166
C -2.8065 4.6657 3.6596 0.278 -0.125 -0.445 -0.1740
C 1.7044 -0.7566 5.8789 0.325 -0.563 -0.826 -0.2171
O 6.5538 0.8104 -3.4439 0.667 0.001 1.068 -0.5259
H -3.3185 3.9650 4.3192 0.404 -0.041 0.401 0.2532
H 2.3253 0.2758 -0.2757 0.014 -0.421 0.168 0.3207
H -3.6303 -4.0398 -0.4750 -0.010 0.347 0.009 0.2183
C 6.0470 2.6435 -4.8909 -0.573 -0.689 0.231 -1.0256
C 1.3639 0.1061 -0.7604 -0.744 -0.139 0.089 -0.9803
H 4.6418 1.1659 -4.0585 -0.244 0.091 -0.288 0.1869
H -2.8751 4.2245 2.6652 -0.113 -0.068 -0.174 0.2483
H -3.5667 -2.2869 -5.6555 0.021 -0.056 0.021 0.2999
H 5.8100 0.4522 -5.2316 -0.567 0.339 -0.631 0.2917
C -3.7065 0.5862 -4.3223 -1.109 1.347 1.264 -1.0772
H -3.1815 -0.2081 -6.2041 -0.043 0.249 -0.179 0.2565
O 2.5846 -0.8081 4.7117 -0.978 0.129 0.660 -0.5022
H 3.3124 -0.2038 4.8754 0.084 0.079 0.034 0.2880
C 0.2310 -0.2977 0.2143 0.451 4.093 -2.019 -0.2651
H 1.1275 1.0586 -1.2347 -0.180 -0.112 -0.328 0.3288
H -3.8857 -5.0702 0.8623 0.343 -0.695 0.264 0.2643
H -1.0035 5.5910 3.0905 0.102 0.015 -0.030 0.2544
O -3.4991 5.8982 3.7062 -0.341 0.479 0.031 -0.5207
H 1.3908 -0.7192 -1.4720 0.535 0.275 -0.311 0.2618
H 1.1729 0.1910 5.9668 0.389 0.352 -0.028 0.2456
```
Forces are in eV/Å.

# 2
Formula: C3H5NO
Source: the Open Molecules 2025 dataset
Level of theory: ωB97M-V with the def2-TZVPD basis set

Structure (SMILES): C1=CN1.C=O
E_HOMO, eV: -8.2

The geometry in XYZ format:
```
10
Properties=species:S:1:pos:R:3:forces:R:3:mulliken_charge:R:1
C 1.8384 0.0416 1.2886 -2.457 0.554 0.907 -0.0613
N -0.2652 -0.2597 -0.6489 0.459 -0.068 1.182 -0.3768
H -1.8193 -0.9839 -2.2033 -0.427 -0.127 -0.115 0.3224
O 0.9558 -0.0317 2.1130 1.002 0.276 -0.292 -0.3991
C -1.6761 0.1347 -0.1478 0.852 -1.805 -3.554 -0.2433
C -1.5574 -0.5470 -1.2661 0.222 1.465 1.776 -0.1540
H 0.2517 0.5445 -1.0347 -0.664 -0.079 -0.548 0.1749
H 2.0012 0.8796 0.6445 -0.067 1.445 -0.314 0.1929
H 2.4586 -0.7403 1.0169 1.519 -2.279 -0.074 0.2709
H -2.1878 0.9623 0.2378 -0.438 0.617 1.031 0.2734
```
Forces are in eV/Å.

The LUMO energy results, record by record, are as follows: 0.40, 1.06 eV.
The ΔE to the lowest compared entry with this formula, charge and spin results, record by record, are as follows: 3.3552, 5.2868 eV.